C18H30N6O3 | ωB97M-V/def2-TZVPD

Its highest occupied orbital energy is -0.29680 Ha. As for the SMILES: CCOCCn1c(CN2CCN(CC)CC2)nc2c1c(=O)n(C)c(=O)n2C. The calculation puts the energy above the lowest of the compared OMol25 structures with the same formula, charge and spin at 4.9 kcal per mole. The calculation puts the LUMO energy at 0.7 eV. The orbital gap comes out at 8.75 eV.

Each line ends with the Löwdin charge.
Positions of all 57 atoms, in Å:
1 C 0.09408 5.19029 -1.61663  -0.073
2 C -0.06935 3.67290 -1.62116  -0.268
3 O -0.04544 3.08999 -0.33599  -0.168
4 C 1.21034 3.12260 0.30705  -0.183
5 C 1.19731 2.11454 1.45854  -0.080
6 N 1.07352 0.76895 0.96584  0.039
7 C -0.04278 0.02948 0.75886  -0.231
8 C -1.39710 0.52981 1.12842  -0.118
9 N -2.44991 -0.41609 0.83182  -0.161
10 C -3.70148 -0.04009 1.46294  -0.178
11 C -4.75175 -1.13061 1.21033  -0.168
12 N -4.97069 -1.40870 -0.19472  -0.184
13 C -5.79223 -0.42905 -0.88612  -0.265
14 C -7.27369 -0.68722 -0.62224  -0.088
15 C -3.69414 -1.69439 -0.81794  -0.171
16 C -2.64925 -0.59710 -0.59527  -0.175
17 N 0.22549 -1.14808 0.22489  0.204
18 C 1.56547 -1.17359 0.06780  -0.208
19 C 2.13300 0.00916 0.51232  -0.059
20 C 3.53840 0.25409 0.47088  -0.367
21 O 4.11939 1.26436 0.83072  0.059
22 N 4.22232 -0.84450 -0.05934  0.031
23 C 5.66956 -0.75007 -0.15655  -0.007
24 C 3.68522 -2.04337 -0.51189  -0.444
25 O 4.39626 -2.92264 -0.94829  0.080
26 N 2.31659 -2.18604 -0.43933  0.012
27 C 1.68988 -3.40549 -0.90006  -0.002
28 H -0.62912 5.64044 -0.94106  0.079
29 H -0.07331 5.57439 -2.61884  0.075
30 H 1.09474 5.47390 -1.30023  0.068
31 H -1.04888 3.40443 -2.02539  0.120
32 H 0.70860 3.21547 -2.25107  0.121
33 H 1.42050 4.12111 0.71321  0.129
34 H 2.00980 2.85710 -0.39869  0.132
35 H 0.36360 2.33145 2.12780  0.131
36 H 2.14528 2.19370 1.99541  0.130
37 H -1.40628 0.71308 2.21038  0.134
38 H -1.54900 1.50354 0.62234  0.128
39 H -3.54040 0.05566 2.53993  0.120
40 H -4.06848 0.93372 1.08589  0.119
41 H -5.69636 -0.84577 1.67525  0.112
42 H -4.40106 -2.05721 1.67317  0.124
43 H -5.55082 0.60965 -0.61011  0.107
44 H -5.60679 -0.53690 -1.95772  0.114
45 H -7.88173 -0.02571 -1.23455  0.068
46 H -7.52368 -0.51460 0.42115  0.059
47 H -7.51421 -1.71786 -0.86672  0.074
48 H -3.84471 -1.85844 -1.88673  0.117
49 H -3.31552 -2.61840 -0.37241  0.124
50 H -1.70069 -0.90407 -1.03368  0.102
51 H -2.97837 0.34408 -1.07623  0.126
52 H 6.13208 -1.53951 0.43516  0.099
53 H 5.97906 -0.86744 -1.19467  0.099
54 H 5.96002 0.22781 0.22021  0.085
55 H 2.42558 -4.20628 -0.85499  0.091
56 H 0.83677 -3.61688 -0.25931  0.089
57 H 1.34588 -3.29016 -1.92943  0.099



C5H8N | ωB97M-V/def2-TZVPD

Its net charge is +1. Its highest occupied orbital energy is -0.56797 Ha. The calculation puts the energy above the lowest of the compared OMol25 structures with the same formula, charge and spin at 122.2 kcal per mole. The calculation puts the LUMO energy at -6.0 eV. The orbital gap comes out at 9.50 eV.

Each line ends with the Löwdin charge.
Positions of all 14 atoms, in Å:
1 C -0.01539 1.48130 0.69279  0.086
2 C -0.99506 1.64188 -0.27931  0.005
3 C -0.32072 0.33670 -0.92108  -0.036
4 C 0.85006 -0.13351 0.14278  -0.239
5 C 0.39221 -1.74912 0.83445  0.075
6 N 0.90963 0.86093 1.13906  0.231
7 H -1.98507 1.47404 -0.03177  0.129
8 H -0.77324 2.51911 -0.73569  0.114
9 H -1.15545 -0.48859 -1.18593  0.181
10 H 0.27624 0.52751 -1.82226  0.126
11 H 1.78760 -0.41754 -0.43200  0.165
12 H -0.19204 -1.54762 1.62191  0.017
13 H 1.30355 -2.31218 1.03121  0.075
14 H -0.08232 -2.19292 -0.05414  0.071



C14H20MoN2O6 | ωB97M-V/def2-TZVPD

Its net charge is +4. Its highest occupied orbital energy is -0.78237 Ha. The calculation puts the energy above the lowest of the compared OMol25 structures with the same formula, charge and spin at 0.0 kcal per mole. The calculation puts the LUMO energy at -13.8 eV. The orbital gap comes out at 7.52 eV.

Each line ends with the Löwdin charge.
Positions of all 43 atoms, in Å:
1 Mo -1.23543 -1.01202 0.08875  1.834
2 O 1.03741 -0.70488 -0.35359  -0.171
3 C 1.77697 0.54145 -0.38984  -0.144
4 C 2.68158 0.66623 0.84659  -0.094
5 N 3.52596 1.90290 0.84640  -0.140
6 C 4.72864 1.84150 0.03970  -0.033
7 C 4.74026 2.84732 -1.07612  0.161
8 O 4.74546 3.59046 -1.89630  0.478
9 O -1.32633 0.50225 -0.56288  -0.330
10 C 3.68769 2.54780 2.13642  -0.029
11 C 2.79676 3.74593 2.29367  0.164
12 O 2.13740 4.62760 2.40649  0.478
13 O -0.79659 -0.84003 1.67046  -0.344
14 H 1.59527 -1.46499 -0.57195  0.136
15 H 1.02930 1.33152 -0.42547  0.126
16 H 2.34624 0.56689 -1.32160  0.139
17 H 3.32496 -0.21498 0.94098  0.151
18 H 2.05434 0.69872 1.73740  0.140
19 H 4.84936 0.87528 -0.46620  0.177
20 H 5.67117 2.02150 0.57665  0.180
21 H 4.69500 2.94332 2.32348  0.179
22 H 3.44697 1.90878 2.99695  0.180
23 O -3.21174 -1.51329 0.20453  -0.199
24 C -3.88123 -2.86352 -0.05846  -0.069
25 C -3.29104 -3.91878 0.83724  -0.122
26 C -1.75312 -4.01841 0.78542  -0.116
27 C -1.20729 -3.96204 -0.61341  -0.247
28 C -1.09959 -5.08139 -1.41764  0.054
29 C -0.70093 -4.94952 -2.74016  0.060
30 C -0.41616 -3.68185 -3.25273  0.015
31 C -0.51839 -2.60000 -2.41985  -0.088
32 N -0.89548 -2.73143 -1.11432  -0.093
33 H -3.87476 -0.83272 0.41265  0.160
34 H -3.72289 -3.03562 -1.12061  0.136
35 H -4.93794 -2.69076 0.12892  0.156
36 H -3.73648 -4.86278 0.51003  0.154
37 H -3.60419 -3.77275 1.87114  0.145
38 H -1.44514 -4.95025 1.25980  0.150
39 H -1.30147 -3.23701 1.41325  0.092
40 H -1.33785 -6.05402 -1.00604  0.153
41 H -0.62131 -5.82468 -3.37388  0.151
42 H -0.12554 -3.54297 -4.28505  0.143
43 H -0.31488 -1.59566 -2.77231  0.126